This record from the OMol25 dataset describes a cluster of 13 separate species, C87H197N8O28P5 in total in a non-equilibrium geometry. The level of theory is ωB97M-V/def2-TZVPD.

Properties
Net charge ... 0
HOMO-LUMO gap ... 0.3020 Ha
E ... -209107.31276 eV

Geometry as XYZ:
```
325
Properties=species:S:1:pos:R:3:forces:R:3
H 4.72720 -8.41392 0.66891 -0.43 -0.25 -0.39
H 1.05599 -0.33274 6.52615 -0.21 0.44 0.11
O 2.96826 -4.82463 2.37003 2.58 1.65 1.13
H 6.50178 -4.40468 -2.64837 -0.38 0.63 0.11
H 4.99575 -5.01652 6.11935 0.44 0.50 0.17
P 3.96774 -3.88507 3.33077 -2.20 0.30 0.33
O -2.27386 5.41565 3.69044 -0.66 -1.48 1.97
C 2.35953 4.47695 6.28568 0.34 0.68 0.75
O -0.86102 7.62188 -2.17524 -1.38 0.23 0.45
H -4.60622 -5.30332 -5.18575 0.49 0.55 -0.55
H -0.61008 6.79581 0.47042 -0.08 0.31 -0.29
C -1.71857 -1.86097 5.10791 0.25 0.39 0.22
H -6.61917 -1.36747 -3.62084 0.04 0.40 0.11
H -4.67055 -2.30154 1.91390 0.36 0.06 0.53
C -1.01602 -4.51952 -6.75698 -0.24 0.16 0.03
H 2.51754 4.76706 -3.23596 -0.12 0.04 -0.02
O -1.42628 -4.68108 -2.82411 0.77 1.45 -1.66
H -5.61687 0.77093 -5.11553 -0.10 -0.03 -0.31
H 0.25670 -8.80869 0.58702 -0.02 0.09 -0.14
C 2.32894 5.74621 -2.79574 -0.05 1.22 1.94
C -0.93365 1.71855 -0.25157 0.36 -0.94 0.05
C -4.94794 1.63146 -5.10445 -0.45 0.62 0.37
H 2.44705 1.89594 5.00715 0.26 0.07 0.33
C 1.20907 3.52136 4.29509 0.03 0.05 -1.62
H -2.24518 0.86362 5.34147 -0.04 -0.06 0.23
H 3.21226 6.78476 3.46864 0.26 0.50 -0.01
O 5.37992 -3.98912 3.00081 0.06 -0.34 -0.11
C 3.62461 -3.76111 -2.72469 -0.16 1.34 0.00
C 4.46891 -4.67391 -1.86287 1.13 -0.26 0.40
H -1.97102 2.89870 3.09060 0.12 0.14 -0.16
H -1.54256 -0.34580 -5.38133 0.71 -0.31 0.00
C -2.54004 5.93174 2.40289 -0.19 0.95 -0.18
H -2.27006 -1.57522 10.03870 -0.24 -0.55 -0.04
H -3.93630 1.23768 -5.00642 0.31 0.03 -0.87
H 3.71848 -0.16476 -1.82489 0.02 -0.28 -0.01
H -0.82145 -0.74923 10.13961 0.69 0.02 -0.26
H 5.14892 -3.20955 5.63376 0.86 -0.65 -0.23
H -0.04989 -4.78468 -7.18638 0.03 -0.06 0.29
C 1.23862 -1.99024 -0.21300 -0.57 0.29 0.66
H -2.60035 0.02064 8.48205 -0.47 0.30 0.01
H -8.40075 -2.01978 1.91599 0.14 -0.22 0.19
H -3.49335 -0.58805 -0.41469 -0.37 0.21 0.32
H -6.13822 -4.56162 0.90712 0.09 -0.20 0.40
C -3.21805 3.45145 6.92877 -0.30 0.12 0.46
C -2.29254 -7.40217 4.57132 0.26 -1.90 0.54
C 0.89022 5.97289 4.78315 0.73 -0.71 0.39
H 0.95785 3.86467 3.29153 -0.42 -0.07 -0.40
O -4.69495 -2.84409 -0.63226 1.08 -1.10 0.57
H -0.49931 6.60968 -4.47469 -0.18 -0.35 -0.25
C 0.96751 9.03141 -0.27418 0.43 -0.47 -1.61
H 3.77320 1.56858 0.62902 0.04 0.02 0.51
C 7.90800 1.42192 -2.62094 0.24 0.57 -0.75
C 5.10571 1.15435 -0.86133 1.36 1.42 -1.90
O 1.30786 2.65966 -6.58802 -0.15 -1.48 1.03
P -3.43944 4.76714 4.61952 0.11 -0.96 0.06
H -5.48411 -0.74093 1.96521 -0.18 -0.01 -0.18
C -1.76890 -3.33753 7.98673 0.87 0.06 -0.26
H 1.59906 -1.64341 -1.18145 0.08 0.01 0.03
H 3.57361 -1.28473 4.88569 -0.07 0.46 0.17
H -1.79086 -5.11077 -7.24499 -0.02 0.24 -0.18
H 4.19729 -2.87129 -2.98615 0.30 0.11 -0.07
H -3.12701 1.62130 2.87073 -0.48 0.08 0.31
C 7.87698 -1.03125 -2.34879 -0.52 -0.33 0.98
H 0.59308 6.24684 3.77084 0.03 -0.44 -0.19
H 1.09643 3.13847 -8.58278 -0.03 -0.21 0.10
H -5.45770 2.48118 -8.39778 0.44 -0.05 -0.09
H -0.42039 3.24114 -7.64364 -0.03 -0.26 0.02
C 0.02972 4.80005 -2.45865 -0.25 0.36 0.48
C -0.05194 -4.93854 -2.41371 0.02 -1.30 -0.30
H 3.23119 1.49300 -1.97018 0.07 0.28 0.21
H 0.72174 -4.61318 -3.10916 -0.28 0.48 -0.12
H 1.59504 4.36475 7.05449 -0.70 -0.04 -0.46
C -0.96404 -2.05664 8.34425 -0.62 -0.82 0.90
H -4.27337 3.30141 6.70097 0.11 -0.47 -0.01
C -5.25891 2.66522 -6.28651 0.78 0.13 2.15
C 2.09738 2.28283 4.05000 0.01 0.75 1.70
H -1.17006 -3.44894 -6.89201 -0.11 -0.05 -0.14
H 1.23205 9.57881 -1.17887 -0.65 0.47 -0.22
O 3.40097 -2.34735 3.20018 -1.40 -3.01 -1.77
C -1.28252 -0.19626 -6.42924 -1.58 0.60 -0.34
O -2.70404 -0.60093 7.75783 -1.53 0.12 0.12
C 4.08343 -7.18704 -1.11713 -0.84 0.11 -0.51
H 0.19757 -4.58975 -1.41162 -0.49 0.17 -0.19
H -5.06156 2.04127 -4.10083 -0.39 0.52 0.00
H -1.07460 0.89564 -2.70768 -0.26 0.63 -0.28
H 2.74481 -3.35502 -2.22555 -0.01 -0.28 0.28
C 0.47453 6.71834 0.39480 -0.81 -0.91 0.50
H 0.80350 4.45856 -7.46159 0.20 -0.04 0.23
H 7.16202 -1.82730 -2.14088 0.25 -0.44 -0.35
C -2.92348 5.88138 -6.35804 -0.56 -0.85 -1.37
H -2.33166 -0.25090 -2.69415 -0.69 0.08 -0.12
H -1.46135 -4.15723 8.63604 -0.45 0.00 0.32
H -1.81953 -1.47086 4.09514 -0.15 0.40 0.13
H 6.54038 0.33862 -4.36522 -0.25 -0.10 -0.54
H 0.58046 2.46157 1.07057 0.35 0.12 -0.33
C -1.67373 0.41740 -0.75025 -1.42 0.74 1.07
H 2.92527 5.32534 6.67075 0.48 -0.05 -0.09
H 2.84936 6.50834 -3.37576 0.24 0.00 -0.05
C -7.94905 -1.24900 -1.38925 -0.78 -0.42 0.85
C -6.94184 -3.89433 1.21862 1.22 1.01 -0.07
C -5.63553 -1.81619 2.05998 0.80 -0.90 -0.42
C 4.74292 0.86960 -3.42079 -0.99 1.13 0.82
C 5.31620 -7.54880 -2.01885 0.97 0.42 1.20
H 1.24251 6.90285 5.22943 0.31 -0.19 0.25
N 0.45038 7.28344 -2.04637 4.08 -0.62 -0.63
H -3.58008 5.80402 2.10273 0.05 -0.29 -0.13
C 1.29222 -0.30611 -4.12577 -0.28 -0.26 1.08
H -3.16368 -8.05729 4.56454 -0.55 0.57 -0.09
H -2.85644 -3.94817 1.01915 -0.66 -0.57 0.10
C -3.01891 2.70588 2.86073 0.49 0.33 0.27
H 4.08395 -3.61111 6.81616 -0.84 -0.68 0.02
H -1.62992 2.50980 0.02634 -0.38 -0.14 -0.36
H 5.91851 3.11966 4.17747 0.16 0.43 -0.33
H 0.01109 5.64792 5.33960 -0.12 0.11 -0.10
C 1.91898 4.77687 4.85362 -0.25 -0.35 0.09
H 0.24701 3.28968 4.75210 0.19 0.12 0.54
H 6.25395 3.02905 -0.42169 0.02 -0.10 0.33
H 0.62585 -1.57714 2.37745 -0.01 0.24 0.31
C 4.46486 -7.38964 0.40407 1.02 0.79 -0.59
C 0.81932 6.07899 -2.85554 0.20 -1.21 -0.33
H -5.57859 -0.49071 -2.36335 -0.35 0.25 -0.24
H 0.00118 -6.02672 -2.44757 0.27 -0.04 0.35
H 8.43805 -1.18010 -3.27137 -0.03 -0.07 0.11
H -1.00934 -0.80401 2.23418 0.31 0.27 -0.18
H 5.49412 3.71927 1.86517 -0.25 -0.60 0.42
H 8.31666 1.32562 -3.62683 0.29 0.25 0.01
H 1.20265 -5.72648 2.93965 0.12 0.11 0.24
H -5.63877 6.07248 -6.24661 0.48 -0.08 -0.69
H -2.20649 -6.88433 5.52660 -0.19 0.52 -0.44
O -2.82593 -6.09320 0.93843 0.69 -0.78 1.90
O -1.12413 -2.42391 -4.19027 -0.53 -1.84 -0.16
C 3.25130 2.71389 3.18324 0.22 -0.25 -0.63
H 4.49243 3.19000 -0.51393 0.08 0.26 -0.06
C 2.61186 7.19360 -0.68155 -1.08 -1.38 -1.15
H 2.05231 -2.03999 0.51056 0.29 -0.30 -0.16
H 6.89330 -6.30615 -1.20219 -0.28 0.41 0.20
H -2.49161 2.81407 -6.02743 1.27 -0.69 0.25
H -0.31976 2.07002 -1.08085 -0.14 0.21 -0.19
H -0.32578 1.29558 1.86812 -0.74 -0.13 -0.01
H 2.29005 -8.30243 -0.52498 0.05 0.05 0.03
H 3.01930 7.08312 0.32339 -0.47 0.68 0.30
C 1.08115 7.53186 -0.71913 0.19 0.55 1.59
N 3.60763 -5.81062 -1.50195 1.92 -1.43 -1.67
C 6.35705 -6.41812 -2.14453 -1.05 0.32 -0.58
H -7.26752 5.18559 -4.75924 0.14 0.08 0.17
H 1.49456 0.58185 -0.44412 0.10 0.08 -0.14
H 7.37996 2.37292 -2.55114 -0.15 -0.09 -0.21
O 3.57424 -4.29205 4.87127 -0.48 0.27 -1.53
H -0.68286 -2.39561 1.59090 -0.28 -0.18 0.22
H 5.04264 -1.54248 3.94874 0.34 0.70 0.06
O -2.84191 3.02665 -6.89559 0.27 -1.10 0.32
O 2.58903 -5.36082 -0.73985 -1.98 0.03 1.06
H 5.89665 -8.26130 -1.43274 -0.43 -0.82 -0.25
C -6.71839 -2.16642 -1.61042 -0.97 0.73 0.55
C -6.50360 -2.39680 0.95544 -2.00 -0.70 -0.50
H -7.05451 3.86267 -6.82106 0.24 0.31 -0.18
H -2.33360 3.86537 -4.58593 0.14 -0.22 0.20
H -1.32278 -4.57662 1.47069 -0.08 -0.90 0.71
H -4.07099 -2.11523 -0.60013 0.74 -0.40 -0.19
H -1.79840 -4.68801 -0.14166 -0.31 -0.08 -0.24
C 0.05494 1.52720 0.87338 0.57 -0.78 0.19
P -2.19214 -7.23261 1.92339 -0.09 0.17 0.31
H 0.37936 3.89172 -2.94936 -0.13 0.24 -0.60
C 1.56177 -4.85540 2.39159 -1.39 0.41 0.80
C -3.93845 -5.17457 -4.33392 -0.66 -0.75 0.29
H 0.77255 -2.96773 -0.33704 0.16 0.01 0.11
O -0.56389 2.26635 -4.84408 -0.54 -0.02 -0.20
N -4.04074 3.55096 -6.53024 -3.93 2.72 -1.09
H -0.81732 8.42326 -2.70201 -0.33 0.18 -0.06
C 5.68913 -5.13082 -2.66883 0.87 -0.69 -0.01
C 0.24002 -0.97198 0.36477 -0.12 1.04 -0.56
N -5.84942 -2.17560 -0.35546 -3.59 2.12 -1.25
H 3.89429 5.54749 -1.29785 0.26 0.22 -0.03
H 5.49061 3.02911 -1.97672 -0.22 -0.05 -0.02
O 7.22862 0.43891 -0.05843 0.38 0.70 0.48
H 5.41448 4.57321 5.13256 0.32 0.17 -0.37
C -5.54377 1.85116 -7.51247 0.10 0.01 -0.88
H 5.05461 1.85335 -3.77179 -0.52 0.53 0.43
O -2.20842 -6.55199 3.45085 0.07 -0.25 -2.59
H 0.80437 -1.11191 5.00687 -0.02 -0.07 -0.27
C 4.01849 4.01092 3.57556 0.45 -0.73 -1.60
H 0.86478 7.02491 1.36528 0.16 0.01 0.04
C 5.09064 -4.03275 -0.60973 -0.77 0.39 1.08
H 5.46106 -5.23221 -3.72987 -0.28 -0.35 -0.07
H 0.67385 5.65548 0.25809 0.11 -0.06 0.17
H -1.01981 4.99576 -2.67840 -0.06 -0.38 -0.04
H 1.63273 -0.23082 -3.09307 0.56 0.24 0.03
N 6.32505 0.38370 -1.09060 -1.25 -2.73 -1.21
C 5.95355 0.04740 -3.49405 1.94 -0.76 -0.61
H 5.65154 -0.97804 -3.70704 0.39 -0.40 0.65
C -5.20551 5.48852 -5.43459 -1.37 0.87 -0.06
H 1.80734 -1.14812 -4.58811 -0.51 -0.18 -0.09
H -1.51237 -8.16337 4.57384 0.58 0.23 -0.15
H 0.08526 4.51944 -1.40685 0.09 0.45 0.25
C 3.98416 -1.29259 3.87600 1.17 -0.02 1.24
P -1.63524 -3.82717 -4.20373 -0.24 -1.28 0.40
O -4.56083 5.66723 4.99241 1.09 -1.43 -0.83
H -4.84074 1.01825 -7.52284 -0.01 -0.01 -0.51
H 2.84490 2.77405 2.17363 -0.01 0.61 -0.21
C -0.24589 -1.40901 1.74507 -0.08 -1.16 -0.53
H -3.37110 6.23047 -7.28857 0.07 -0.23 -0.36
H 7.15254 -6.65826 -2.84995 -0.11 -0.40 -0.14
O -1.06349 -4.86220 -5.36978 -0.09 1.21 2.01
C 0.95622 -2.43113 6.72881 -0.88 1.01 0.32
C -7.86389 -1.61909 1.05614 0.68 -0.45 0.17
N -0.84732 -0.77894 -0.65530 2.37 0.69 0.42
O 1.61814 0.86881 -4.82627 -0.73 2.18 -1.65
H -2.63270 2.54350 7.07401 -0.35 -0.21 -0.37
H 8.50305 -0.98583 -1.45768 0.42 -0.05 -0.32
C 4.10413 0.84067 -1.99366 0.52 -0.39 -0.84
H -2.83151 -0.03130 1.14957 0.24 -0.05 -0.08
H 2.03174 -2.59609 6.66439 0.07 0.37 -0.15
H 3.18726 -9.10990 -1.77023 0.22 -0.02 -0.04
H 3.99569 1.92455 3.07863 0.18 -0.07 0.23
H -2.11683 0.39894 -6.80039 0.02 0.28 -0.23
C 2.83540 5.80602 -1.30248 0.54 -0.26 -2.16
H -1.49149 -3.67436 6.98788 -0.08 0.09 -0.08
H -0.67822 1.32118 6.09772 -0.24 0.14 0.30
H -1.13527 -8.09629 -0.27763 -0.13 -0.28 0.15
H 5.39741 -6.85596 0.58745 0.17 0.18 0.01
C 7.02923 0.21051 -2.38643 -1.77 0.80 0.73
H 5.21882 0.72157 1.30724 0.19 0.39 -0.27
N -1.40380 -0.94932 7.52991 2.89 1.37 -1.87
H 4.01884 0.52812 -4.16052 -0.10 0.02 0.09
C -1.20983 -1.71984 9.83113 -0.83 0.51 0.03
H 3.80200 -7.00700 1.18015 -0.51 -0.04 -0.38
C 0.53710 6.29070 -4.36418 -0.58 0.75 0.76
H -1.10775 -2.74781 4.93905 -0.14 -0.24 0.40
H -5.10117 -2.02273 -3.02390 0.13 -0.07 -0.25
H 2.89626 -5.34265 0.16948 0.19 0.26 0.64
H -7.62686 -0.60091 1.36471 -0.15 0.34 -0.50
C 4.52331 -4.05417 5.92242 0.14 0.64 -0.32
H 4.76081 3.02687 5.39737 -0.52 -0.11 0.03
H -0.01372 9.28241 0.12866 0.14 0.15 -0.15
H 0.70380 -3.29734 8.65634 0.23 0.19 0.57
H -3.26411 3.06544 1.86138 0.02 0.07 0.02
H 7.68455 1.24873 -0.29910 0.82 0.47 0.81
H -3.56495 1.13656 0.03190 -0.29 -0.11 0.02
H -9.56322 -0.94166 0.09043 -0.27 0.00 -0.43
C 5.08456 3.68609 4.59194 0.27 -0.47 1.58
C -5.97380 -1.43220 -2.74481 0.91 -1.35 0.64
H 3.28226 -4.18429 -3.66905 0.19 -0.48 0.10
H 1.14816 -1.53808 8.69908 -0.16 -0.02 0.15
H -5.04579 6.24388 -4.66517 0.53 0.04 0.07
C -0.99701 -0.83182 6.07244 -0.98 -0.98 0.19
H 0.22257 -0.41457 -3.94637 -0.06 -0.44 -0.75
C -3.89107 4.77858 -5.74662 0.65 1.01 1.84
H -6.55706 1.45975 -7.60274 -0.09 -0.15 0.66
H 1.54840 1.41987 3.67316 -0.21 0.20 -0.58
H 1.17825 -3.92910 2.81935 -0.15 -0.08 0.25
H -3.30698 -6.06123 -4.27759 0.26 0.25 0.04
H -7.13047 -3.90170 2.29215 0.00 -0.68 -0.02
C 2.86341 -8.12465 -1.43479 0.38 -0.15 0.56
H 5.48545 5.28778 2.50665 -0.17 0.22 0.29
H -7.83428 -4.20334 0.67441 -0.03 0.33 0.01
C 4.54020 0.81296 0.45918 -1.45 -0.44 0.81
H 3.82989 -0.33811 3.37272 -0.12 -0.23 -0.11
C 0.47881 -1.12358 6.04705 1.91 -0.44 -0.08
C 5.36031 2.69346 -0.94790 -0.06 -0.15 0.05
O -3.86025 3.34070 3.83685 0.02 1.74 0.79
C -1.20089 0.58637 5.48537 0.16 -0.17 0.63
H 3.14258 7.98441 -1.21169 0.28 -0.21 -0.16
C -2.04192 0.69920 -2.24529 1.06 -1.29 1.03
H -1.82484 5.51880 1.69150 -0.25 -0.23 0.06
O -0.06588 0.51549 -6.68453 0.06 -0.08 -0.08
H 2.15786 -7.73909 -2.17075 0.35 0.29 -0.13
H 3.97811 -0.11943 0.40628 0.17 -0.32 -0.07
H -3.18225 3.96699 7.88847 0.08 0.42 -0.15
H -1.32933 -1.11175 -7.01898 0.61 -0.03 0.32
H -7.67209 -0.19626 -1.33334 0.39 0.02 0.40
H 5.10261 -7.96254 -3.00440 -0.49 0.06 0.15
C -7.23834 -3.55952 -2.10998 0.63 0.71 -0.09
C -6.35212 4.61942 -4.93125 1.65 0.33 0.35
H -6.44034 -4.29217 -1.98950 -0.14 -0.18 -0.05
H 0.72516 5.36281 -4.90433 -0.11 0.03 -0.01
O 3.65242 6.26594 4.14590 0.65 1.23 0.48
N 3.07558 5.04690 3.94025 -2.19 -1.80 -0.48
H 1.78491 9.36095 0.36719 -0.22 -0.55 0.63
H -7.27451 2.83018 -5.46143 0.01 -0.41 -0.12
H -2.73548 6.81905 -5.83504 -0.52 -0.38 0.91
H -1.93097 5.49041 -6.58201 -0.08 -0.28 -0.05
H -3.76894 3.94882 -3.58860 -0.47 -0.07 -0.33
H -0.71069 0.67292 4.51568 -0.01 -0.38 -0.19
C -8.78351 -1.66673 -0.14285 0.86 1.00 -0.80
P 0.44522 1.63795 -5.69945 2.09 -0.59 1.02
C -3.22925 4.45462 -4.38923 1.12 0.08 0.19
H 0.36502 -7.26474 -0.33831 0.28 0.26 0.57
H 0.51608 -3.25911 6.17310 -0.16 -0.33 0.48
O -1.40389 -2.02365 -1.08166 -0.24 1.20 0.45
H 5.62541 -4.79177 -0.03878 0.44 0.07 -0.28
O -3.22019 -3.93560 -4.33313 0.40 0.31 -0.30
H 8.74201 1.50279 -1.92381 0.16 -0.28 -0.01
C 0.65915 3.38930 -7.61636 -0.45 0.72 -0.61
H 1.77986 0.40314 1.27919 0.13 -0.85 0.03
H 1.12955 7.10161 -4.78789 0.30 -0.04 0.09
H -8.17747 -3.91764 -1.68821 0.27 0.09 0.54
H -5.95472 4.20862 -4.00312 -0.62 -0.22 0.38
O -2.82271 -8.57492 1.78216 0.66 1.95 0.32
O -0.60582 -7.19865 1.53630 -1.04 0.25 0.50
H 2.39594 4.93539 -0.81568 -0.42 0.39 0.62
C 4.81432 4.45572 2.29366 -0.02 0.51 0.04
C 0.53449 -2.30798 8.23136 -0.01 -1.15 -2.21
H -2.84022 -3.13665 7.98044 0.07 -0.14 0.31
H -2.71098 -2.13697 5.46435 0.07 -0.01 0.02
C -2.97583 0.22196 0.09927 0.47 0.23 -1.11
H -0.82636 -2.48662 10.50426 0.02 -0.04 -0.15
H 1.08731 -4.92861 1.41301 0.71 -0.02 -0.42
H 4.38276 -3.68381 0.14211 -0.63 0.02 -0.17
C 1.00980 0.36840 0.50854 -0.84 1.01 -0.10
O -2.59648 4.22416 5.91083 0.15 1.03 -1.88
H -6.01993 -2.04579 3.05377 0.00 -0.04 -0.05
H 5.70472 -3.14163 -0.73975 0.26 -0.21 -0.53
H -4.65277 -5.21411 -3.51156 0.45 0.34 0.45
H -1.04867 -2.00737 -1.97337 -0.25 -0.69 -0.61
C -2.19988 -4.80448 0.86499 0.81 1.06 -1.10
C -0.24869 -7.88094 0.31878 -0.43 -0.18 -0.34
C -6.56997 3.53635 -5.90082 0.80 -2.17 -0.92
H 2.94514 3.56074 6.36126 0.17 0.20 -0.18
H -8.56906 -1.26854 -2.28553 -0.06 -0.37 -0.16
H -2.36817 7.00608 2.46890 0.02 0.06 -0.18
H -2.80552 5.36524 -3.96576 -0.24 0.16 0.15
H -9.26629 -2.62212 -0.34844 0.12 -0.12 0.37
H -7.47901 -3.44487 -3.16687 0.26 -0.10 -0.20
H 4.19162 4.76972 1.45596 -0.46 0.04 0.15
H -2.77593 1.49505 -2.37156 0.15 -0.06 -0.09
```
Forces are in eV/Å.